This record from the OMol25 dataset describes a structure of composition C11H18Cl2GaN2S in a non-equilibrium geometry. The level of theory is ωB97M-V with the def2-TZVPD basis set.

Each line ends with the natural charge from an NBO analysis.
Atoms and positions in Å:
Ga1 -0.70383 -2.92437 -1.24897  0.470
Cl1 -0.16710 -3.09423 -3.30101  -0.644
Cl2 -2.51038 -3.76504 -0.39499  -0.680
S1 0.59699 -1.25478 0.04164  0.330
N1 0.31435 -3.49884 1.62802  -0.532
N2 0.06703 -1.73423 2.86178  -0.354
C1 -0.11688 -0.31723 3.19164  -0.407
C2 -0.22242 1.97746 -0.25912  -0.138
C3 1.84813 2.04832 -1.82119  -0.429
C4 0.01158 -3.95281 2.90873  -0.078
C5 -0.46821 2.41385 -2.72097  -0.386
C6 -0.20772 -2.86534 3.66927  -0.090
C7 -0.61431 -0.15324 -0.41526  -1.048
C8 1.02308 2.83529 -2.84629  -0.397
C9 0.33135 -2.15845 1.62593  0.251
C10 -1.04898 2.70998 -1.28654  -0.446
C11 1.15635 1.93949 -0.44719  -0.381
H1 2.88636 2.43361 -1.70869  0.195
H2 -0.73575 1.68638 0.66573  0.205
H3 -1.06174 3.81441 -1.21605  0.203
H4 1.94680 0.99942 -2.20893  0.183
H5 -2.07933 2.34390 -1.18655  0.197
H6 -0.16376 -5.01947 3.10755  0.233
H7 -1.53654 -0.16201 0.20403  0.215
H8 -0.58359 -2.77109 4.67343  0.222
H9 1.82395 1.65257 0.38154  0.186
H10 -0.63597 -0.27699 4.14751  0.203
H11 -0.61259 1.32973 -2.93924  0.201
H12 -1.04340 2.95040 -3.49372  0.191
H13 0.86053 0.20224 3.26297  0.221
H14 0.49861 -4.12197 0.84022  0.438
H15 -0.65758 -0.03091 -1.58719  0.252
H16 1.39398 2.67943 -3.87636  0.193
H17 -0.72909 0.16650 2.39675  0.236
H18 1.14008 3.91800 -2.64851  0.183

Forces on atoms 1 to 6 (eV/Å):
1.243 -1.169 1.093
0.186 0.128 -2.720
-2.571 -0.717 0.677
2.996 -0.136 2.605
0.613 -0.705 1.545
-1.041 -0.005 0.877

Properties
Net charge: -1
DFT total energy (eV): -102931.642
HOMO-LUMO gap (alpha / beta) (eV): 3.86 / 3.74
LUMO energy (alpha / beta) (eV): 2.7 / 2.7

This record from the OMol25 dataset describes a cluster of 3 separate species, C11H11Cl3N2 in total in a non-equilibrium geometry. The level of theory is ωB97M-V with the def2-TZVPD basis set.

Each line ends with the natural charge from an NBO analysis.
Atoms and positions in Å:
Cl1 -1.10481 -5.13057 -2.52422  -0.020
Cl2 0.37374 -6.80496 -0.59220  0.009
Cl3 -2.61776 -6.30650 -0.33317  0.024
N1 -1.06635 -0.03654 -1.73646  -0.241
N2 -0.85988 2.70731 1.91129  -0.404
C1 0.12962 4.53559 0.67244  -0.258
C2 0.35021 2.47200 2.51657  -0.001
C3 0.57946 0.14303 -0.02139  -0.146
C4 1.33740 4.31618 1.30149  -0.143
C5 0.92844 -1.18278 -0.24944  -0.153
C6 -0.87227 3.66829 0.91199  -0.003
C7 -0.69400 -1.32483 -1.94500  0.107
C8 0.35983 -1.90205 -1.30151  -0.092
C9 1.46639 3.27356 2.23554  -0.256
C10 -0.37785 0.67623 -0.81082  0.154
C11 -1.21628 -6.54317 -1.44741  -0.247
H1 0.94826 0.72332 0.81146  0.272
H2 0.57328 -2.95126 -1.44292  0.271
H3 -1.13074 -1.82118 -2.79898  0.245
H4 0.03328 5.36453 -0.01311  0.240
H5 2.11288 5.04794 1.12960  0.233
H6 -1.44679 -7.41322 -2.06221  0.241
H7 -0.67171 1.71526 -0.78946  0.261
H8 0.54870 1.62365 3.15477  0.207
H9 1.74881 -1.65257 0.27276  0.258
H10 2.40329 3.03627 2.71753  0.232
H11 -1.83521 3.76637 0.43290  0.210

Forces on atoms 1 to 6 (eV/Å):
0.106 -0.209 0.055
-1.366 0.194 -0.538
1.039 -0.218 -0.420
1.798 -1.592 1.388
1.888 -0.211 -0.970
1.257 0.470 -0.520

Properties
Spin multiplicity: 2
Net charge: +1
DFT total energy (eV): -52122.207
⟨S²⟩: 0.77
HOMO-LUMO gap (alpha / beta) (eV): 8.56 / 3.87
LUMO energy (alpha / beta) (eV): -4.5 / -9.1

This record from the OMol25 dataset describes a structure of composition C36H46ClCsGe2N11O6S. The level of theory is ωB97M-V with the def2-TZVPD basis set.

Each line ends with the Mulliken charge.
Atoms and positions in Å:
Cs1 -0.75538 1.22019 0.10482  0.948
Ge1 2.84383 0.89611 -0.93155  0.116
Ge2 1.80157 -1.02364 -2.02957  -0.122
Cl1 -7.30609 1.63886 1.96598  -0.167
S1 0.69895 -0.75914 4.67769  -0.512
O1 -8.31413 1.54031 -0.88336  -0.655
O2 -7.04385 1.09181 -2.64302  -0.609
O3 -4.63224 0.76252 -3.13618  -0.910
O4 -2.15014 4.68015 0.05466  -0.591
O5 -0.96526 6.21310 0.98462  -0.798
O6 -2.66084 0.94386 -2.09597  -0.475
N1 0.40281 -1.48990 1.70627  0.966
N2 -1.34835 5.03932 0.88718  0.966
N3 -4.73637 1.39551 1.31128  0.182
N4 3.14129 -1.55428 3.97312  -0.522
N5 0.47407 3.25610 3.32801  -0.286
N6 1.65993 -1.62670 2.26222  -0.680
N7 0.60845 5.49886 2.89155  -0.393
N8 -0.91515 4.04632 1.72416  -0.162
N9 -0.11248 1.99673 3.12939  0.274
N10 -3.88403 1.20681 0.29068  0.840
N11 -1.68383 -1.92487 -0.13406  0.027
C1 -4.48136 2.47723 3.48634  -0.286
C2 -0.35894 -2.50799 1.80498  0.202
C3 4.13691 -1.44683 -4.09320  0.459
C4 0.04003 4.30994 2.60421  0.379
C5 5.51554 -1.51953 -4.30381  -0.520
C6 1.84550 -1.33765 3.50615  0.071
C7 0.22014 -0.79458 -3.18773  -0.161
C8 3.46266 3.66411 -1.48087  -1.393
C9 3.81240 -2.74913 -6.10951  -0.784
C10 -4.61596 1.17283 -0.80591  0.248
C11 -2.84392 -1.88768 -0.78798  -0.108
C12 -4.03753 -2.35958 -0.26054  -1.061
C13 -3.40722 0.36136 3.03614  0.352
C14 -1.66437 -2.46463 1.08964  0.481
C15 4.68581 -0.01302 1.13691  -1.538
C16 4.14221 0.29487 -2.28365  -0.175
C17 -2.85221 0.36555 4.30661  -0.657
C18 -2.81029 -2.98678 1.68673  -0.855
C19 -3.93234 2.47091 4.76069  -0.725
C20 2.25373 2.73339 -1.35866  -0.171
C21 -4.01545 -2.91802 1.00646  -0.578
C22 -3.12062 1.42063 5.17123  -0.490
C23 3.55723 -0.72814 -2.93816  -1.021
C24 -3.89971 0.95252 -2.13059  0.139
C25 3.48313 0.90453 0.92850  0.191
C26 -7.22143 1.33341 -1.36761  0.478
C27 -6.01333 1.46769 0.87082  -0.138
C28 5.18376 -2.80427 -6.31108  -0.346
C29 0.00360 -3.74202 2.58030  -1.944
C30 3.29818 -2.08424 -5.00657  0.239
C31 1.78551 -2.75194 -1.09801  0.401
C32 -0.46289 -2.10352 -3.58151  -1.380
C33 -5.99974 1.32890 -0.50309  -0.086
C34 6.03368 -2.19010 -5.39995  -0.715
C35 -4.21988 1.41299 2.63874  -0.584
C36 2.35049 -3.89311 -1.94420  -1.227
H1 1.03130 -4.01778 2.33568  0.385
H2 0.49570 1.26615 3.51200  -0.152
H3 -4.92435 -3.29142 1.46198  0.406
H4 0.88453 3.45588 4.22885  0.207
H5 3.36937 -1.00423 4.78407  0.237
H6 3.16232 4.69415 -1.68674  0.391
H7 2.35127 -4.83353 -1.38687  0.416
H8 -4.95112 -2.28024 -0.83438  0.490
H9 2.65959 0.57466 1.56588  -0.238
H10 -2.81550 -1.44439 -1.77584  0.517
H11 3.13941 -3.22917 -6.80901  0.393
H12 -6.03909 0.94455 -2.87878  0.440
H13 -2.18531 -0.43420 4.60395  0.431
H14 -2.75236 -3.41218 2.68035  0.470
H15 -0.50729 -0.15613 -2.68212  0.371
H16 -1.38562 -1.90731 -4.13177  0.415
H17 3.72173 1.93739 1.19985  0.563
H18 5.58944 -3.32963 -7.16637  0.376
H19 4.41050 -1.05093 0.93562  0.262
H20 1.58901 3.10098 -0.57124  0.217
H21 1.49998 5.49774 3.35461  0.185
H22 2.22596 -2.04820 -4.85054  0.321
H23 4.12168 3.34350 -2.28988  0.326
H24 -0.98448 1.94030 3.65111  0.031
H25 6.18511 -1.05967 -3.58763  0.378
H26 0.53817 -0.23792 -4.07343  0.622
H27 -4.13220 3.29722 5.43095  0.374
H28 7.10631 -2.24134 -5.54147  0.376
H29 3.37883 -3.69290 -2.25344  0.322
H30 0.75112 -2.94654 -0.80849  -0.292
H31 5.05907 0.04425 2.16266  0.399
H32 5.51119 0.24146 0.46809  0.402
H33 1.67883 2.72963 -2.28723  0.338
H34 1.76672 -4.05248 -2.85369  0.239
H35 -0.66593 -4.57028 2.35356  0.534
H36 -0.72120 -2.69198 -2.69935  0.204
H37 -5.09611 3.29913 3.14604  0.502
H38 5.12011 0.68989 -2.56119  0.380
H39 0.17366 -2.72709 -4.21497  0.346
H40 -0.01800 -3.53328 3.65292  0.337
H41 -3.21971 -0.45246 2.34791  0.291
H42 -2.68637 1.42489 6.16317  0.401
H43 0.34559 6.26348 2.28626  0.271
H44 4.05393 3.67129 -0.56168  0.307
H45 3.84334 -1.57368 3.24881  0.235
H46 2.34480 -2.63375 -0.16793  0.439

Forces on atoms 1 to 6 (eV/Å):
-0.134 -0.089 0.006
-0.018 -0.056 -0.076
0.028 -0.004 0.086
0.008 0.000 0.001
0.015 -0.005 0.005
-0.003 0.007 -0.002

Properties
Net charge: -1
DFT total energy (eV): -203692.872
HOMO-LUMO gap (eV): 6.69
Relative energy (zero: lowest compared OMol25 entry of this formula, charge and spin) (kJ/mol): 0.0
LUMO energy (eV): 1.5

This record from the OMol25 dataset describes the molecule C3H2N2OS in a non-equilibrium geometry. The level of theory is ωB97M-V with the def2-TZVPD basis set.

Each line ends with the natural charge from an NBO analysis.
Atoms and positions in Å:
S1 -2.06248 0.46926 0.41490  1.494
O1 -2.51014 0.99161 -0.86742  -0.846
N1 -1.05118 -2.37751 -0.06623  -0.291
N2 -0.44123 1.00818 0.33024  -0.699
C1 0.69211 0.65524 0.30468  0.513
C2 1.92992 0.27693 0.01747  -0.641
C3 -1.44469 -1.31936 0.13233  -0.039
H1 2.08749 -0.40989 -0.75976  0.257
H2 2.80020 0.70553 0.49379  0.252

Forces on atoms 1 to 6 (eV/Å):
1.715 -0.699 -1.537
-0.609 -0.712 1.000
0.198 -0.449 -0.040
-2.080 1.189 0.330
2.816 -1.407 -0.730
-0.767 1.329 1.429

Properties
Net charge: 0
DFT total energy (eV): -19001.974
HOMO-LUMO gap (eV): 9.10
Relative energy (zero: lowest compared OMol25 entry of this formula, charge and spin) (kJ/mol): 345.2
LUMO energy (eV): -0.3

This record from the OMol25 dataset describes the molecule C5H14N2 in a non-equilibrium geometry. The level of theory is ωB97M-V with the def2-TZVPD basis set.

Each line ends with the natural charge from an NBO analysis.
Atoms and positions in Å:
N1 1.20251 0.48843 -0.36589  -0.429
N2 -1.95523 -0.31724 -0.23416  -0.615
C1 -0.90536 -0.31389 0.66532  -0.199
C2 0.21698 0.73413 0.59199  -0.214
C3 2.19817 -0.52850 -0.00926  -0.444
C4 -2.85290 -1.42810 -0.33002  -0.396
C5 1.91960 1.63525 -0.79284  -0.402
H1 -3.36897 -1.72293 0.62062  0.158
H2 2.54812 2.09923 -0.04348  0.151
H3 0.73536 0.73990 1.58774  0.154
H4 -2.60671 0.56653 -0.08312  0.339
H5 -0.11497 1.70779 0.42299  0.200
H6 -1.25422 -0.28602 1.79039  0.136
H7 1.40838 -1.32504 0.14243  0.216
H8 2.47442 1.34541 -1.64505  0.200
H9 -0.49950 -1.35148 0.53595  0.186
H10 2.76234 -0.93618 -0.84708  0.202
H11 -2.37489 -2.25620 -0.73170  0.190
H12 2.92282 -0.12664 0.74335  0.177
H13 1.22342 2.43300 -0.94878  0.189
H14 -3.67937 -1.15744 -1.06939  0.200

Forces on atoms 1 to 6 (eV/Å):
2.199 -0.580 -2.178
-3.438 4.435 -1.443
0.913 -1.793 3.404
0.369 -1.781 1.760
-2.525 -0.813 -0.227
-2.348 1.170 0.264

Properties
Net charge: 0
DFT total energy (eV): -8389.976
HOMO-LUMO gap (eV): 9.47
SMILES string: CNCCN(C)C
Relative energy (zero: lowest compared OMol25 entry of this formula, charge and spin) (kJ/mol): 255.0
LUMO energy (eV): 1.2

This record from the OMol25 dataset describes the molecule C4H13N3 in a non-equilibrium geometry. The level of theory is ωB97M-V with the def2-TZVPD basis set.

Each line ends with the natural charge from an NBO analysis.
Atoms and positions in Å:
N1 -1.91117 0.59862 -1.46343  -0.834
N2 1.94786 1.17807 -0.71699  -0.849
N3 -0.24759 -0.29372 0.78619  -0.661
C1 2.00633 0.71210 0.66575  -0.220
C2 -1.19694 -1.17666 0.14840  -0.217
C3 -2.31615 -0.36999 -0.48168  -0.218
C4 1.15773 -0.54283 0.88935  -0.209
H1 1.63986 1.49341 1.34290  0.178
H2 -0.65697 -1.77384 -0.57763  0.187
H3 -0.65194 0.22391 1.55622  0.360
H4 -2.87283 0.11604 0.32337  0.175
H5 -1.51909 0.14189 -2.27928  0.349
H6 1.45439 -1.28143 0.14011  0.191
H7 -3.01875 -1.05268 -0.96909  0.188
H8 1.45356 -0.98716 1.84191  0.160
H9 -1.64061 -1.89913 0.86854  0.158
H10 2.82853 1.06810 -1.19702  0.359
H11 1.70587 2.15517 -0.77331  0.361
H12 3.02775 0.47641 1.00677  0.176
H13 -1.18982 1.21372 -1.11108  0.366

Forces on atoms 1 to 6 (eV/Å):
-0.020 0.478 -0.527
0.021 0.069 -0.013
-0.418 0.724 -0.106
-0.056 -0.159 0.369
0.250 -0.365 0.915
-0.213 -0.463 -0.114

Properties
Net charge: 0
DFT total energy (eV): -8828.638
HOMO-LUMO gap (eV): 9.33
SMILES string: NCCNCCN
Relative energy (zero: lowest compared OMol25 entry of this formula, charge and spin) (kJ/mol): 74.7
LUMO energy (eV): 1.1

Question: Which formula does entry 3 have?
Answer: C36H46ClCsGe2N11O6S

Question: Among the records above, which one has the highest net charge?
Answer: C11H11Cl3N2

Question: Look up the net charge of the fourth one.
Answer: 0